# 1
Molecular formula: C40H102Li2N10O16
Method: DFT, wB97M-V/def2-TZVPD

## Properties
- HOMO energy (spin up / spin down) (eV) = -1.3 / -5.7
- energy (hartree) = -3351.43281

Geometry as ORCA input:
```
! wB97M-V def2-TZVPD RIJCOSX def2/J DEFGRID3
* xyz -1 2
Li -5.915 0.336 0.227
Li -3.211 -0.749 2.402
O -1.420 0.089 1.735
C -1.887 0.579 0.514
C -3.066 -0.206 -0.252
O -4.156 -0.756 0.445
H -1.013 0.554 -0.137
H -2.104 1.647 0.483
H -2.620 -0.974 -0.884
H -3.448 0.392 -1.079
C 1.620 -1.640 2.359
O 2.699 -2.220 2.432
N 0.563 -2.018 1.656
N 1.375 -0.522 2.889
H -0.313 -1.515 1.634
H 0.732 -2.802 1.042
H 2.208 0.031 3.034
H 0.515 -0.076 2.603
C -4.613 -4.094 -0.693
O -4.585 -5.311 -0.911
N -3.788 -3.254 -1.271
N -5.417 -3.460 0.070
H -3.203 -3.488 -2.060
H -3.733 -2.326 -0.876
H -6.221 -3.893 0.501
H -5.082 -2.548 0.344
C -4.279 1.554 3.614
O -3.963 0.202 3.837
C -2.915 -0.007 4.803
C -2.789 -1.534 4.914
N -2.162 -2.042 3.699
C -1.723 -3.387 4.036
C -2.778 -4.441 3.598
O -2.667 -5.732 4.131
C -1.528 -6.398 3.645
H -4.784 1.918 4.509
H -4.991 1.639 2.793
H -3.474 2.237 3.343
H -3.275 0.507 5.695
H -1.960 0.462 4.565
H -3.753 -1.986 5.150
H -2.093 -1.597 5.750
H -1.294 -1.532 3.619
H -1.572 -3.447 5.114
H -0.758 -3.751 3.684
H -2.880 -4.514 2.515
H -3.771 -4.089 3.876
H -1.762 -7.447 3.827
H -0.671 -6.030 4.208
H -1.300 -6.212 2.595
C 6.837 4.764 3.624
O 5.903 3.797 3.183
C 5.458 4.016 1.871
C 4.331 5.079 1.816
N 3.008 4.736 2.228
C 2.300 3.861 1.266
C 0.837 3.502 1.837
O -0.073 4.577 2.027
C -1.179 4.229 2.801
H 6.426 5.745 3.858
H 7.640 4.788 2.887
H 7.267 4.326 4.525
H 5.205 3.072 1.389
H 6.218 4.384 1.182
H 4.464 5.561 0.847
H 4.583 5.940 2.436
H 3.011 4.152 3.052
H 2.779 2.962 0.878
H 2.113 4.506 0.408
H 0.781 2.699 2.572
H 0.435 2.983 0.967
H -0.956 3.908 3.819
H -1.862 3.545 2.296
H -1.747 5.158 2.844
C -0.539 -3.969 -0.442
O 0.845 -4.128 -0.160
C 1.152 -5.266 0.635
C 2.666 -5.578 0.628
N 3.425 -4.740 1.518
C 4.753 -4.341 1.006
C 5.866 -5.371 0.952
O 7.010 -4.758 0.427
C 8.179 -5.552 0.685
H -0.816 -2.956 -0.733
H -1.168 -4.212 0.415
H -0.873 -4.693 -1.185
H 0.517 -6.093 0.316
H 0.912 -5.125 1.689
H 3.079 -5.599 -0.380
H 2.792 -6.571 1.061
H 2.865 -3.902 1.575
H 5.118 -3.506 1.604
H 4.585 -3.821 0.063
H 5.573 -6.177 0.278
H 6.054 -5.829 1.923
H 8.168 -5.741 1.758
H 9.012 -4.921 0.377
H 8.185 -6.466 0.092
C -2.011 3.671 -2.319
O -3.152 4.243 -1.649
C -2.820 4.608 -0.348
C -2.446 6.092 -0.267
N -1.393 6.405 -1.177
C -0.856 7.741 -1.147
C -0.031 7.955 -2.376
O 1.153 7.156 -2.265
C 1.997 7.445 -1.128
H -1.220 4.379 -2.566
H -2.356 3.137 -3.205
H -1.616 2.927 -1.627
H -2.115 3.979 0.195
H -3.810 4.500 0.096
H -1.995 6.211 0.718
H -3.277 6.783 -0.410
H -0.638 5.734 -1.166
H -0.368 7.923 -0.189
H -1.746 8.364 -1.233
H 0.111 9.025 -2.532
H -0.438 7.519 -3.288
H 1.988 8.522 -0.962
H 3.007 7.060 -1.273
H 1.595 7.027 -0.205
C 2.231 3.605 -2.520
O 2.021 2.442 -1.746
C 1.738 1.244 -2.483
C 1.602 -0.056 -1.461
N 2.912 -0.731 -1.173
C 3.649 0.135 -0.292
C 5.009 -0.355 -0.036
O 5.700 0.571 0.775
C 7.133 0.327 0.676
H 2.846 3.335 -3.379
H 2.593 4.423 -1.896
H 1.260 3.931 -2.892
H 2.538 0.996 -3.181
H 0.774 1.359 -2.978
H 0.868 -0.765 -1.844
H 1.090 0.252 -0.549
H 2.748 -1.502 -0.540
H 3.024 0.274 0.590
H 3.748 1.133 -0.720
H 5.470 -0.516 -1.011
H 4.939 -1.289 0.522
H 7.538 0.380 -0.334
H 7.308 -0.658 1.110
H 7.707 1.098 1.190
C -1.506 -3.870 -4.355
O -2.654 -3.189 -3.906
C -2.705 -1.820 -4.264
C -4.041 -1.149 -3.889
N -5.119 -1.412 -4.842
C -5.524 -2.813 -5.012
C -6.740 -3.041 -5.949
O -6.421 -3.020 -7.351
C -6.211 -1.726 -7.961
H -1.756 -4.472 -5.229
H -1.206 -4.576 -3.580
H -0.668 -3.204 -4.561
H -2.593 -1.630 -5.332
H -1.833 -1.298 -3.870
H -3.904 -0.075 -3.768
H -4.433 -1.399 -2.903
H -4.890 -1.283 -5.817
H -5.773 -3.355 -4.100
H -4.716 -3.346 -5.513
H -7.608 -2.419 -5.731
H -7.133 -4.028 -5.705
H -5.352 -1.247 -7.491
H -7.079 -1.093 -7.777
H -6.058 -1.694 -9.040
*
```



# 2
Molecular formula: C40H102N4O32P6
Method: DFT, wB97M-V/def2-TZVPD

## Properties
- HOMO energy (eV) = -9.9
- SMILES string = CCOP(=O)(OCC)OCC.CCOP(=O)(OCC)OCC.CCOP(=O)(OCC)OCC.CCOP(=O)(OCC)OCC.CCOP(=O)(OCC)OCC.CCOP(=O)(OCC)OCC.C[N+](=O)[O-].C[N+](=O)[O-].C[N+](=O)[O-].C[N+](=O)[O-]
- relative energy (zero: lowest compared OMol25 entry of this formula, charge and spin) (kcal per mole) = 247.25
- energy (hartree) = -6260.03861

Geometry as ORCA input:
```
! wB97M-V def2-TZVPD RIJCOSX def2/J DEFGRID3
* xyz 0 1
C 28.734 4.952 -5.515
C 29.002 5.856 -6.718
O 27.941 6.694 -6.907
P 27.507 7.099 -8.429
O 28.430 8.134 -9.065
O 25.951 7.506 -8.198
C 25.158 8.272 -9.116
C 25.232 9.727 -8.716
O 27.525 5.647 -9.147
C 27.239 5.636 -10.408
C 28.469 5.209 -11.266
H 28.441 5.511 -4.626
H 28.044 4.203 -5.903
H 29.740 4.578 -5.322
H 29.818 6.434 -6.282
H 29.326 5.185 -7.513
H 25.569 8.074 -10.106
H 24.101 8.009 -9.069
H 24.674 10.078 -7.847
H 26.248 10.118 -8.655
H 24.775 10.288 -9.531
H 26.502 4.836 -10.338
H 26.708 6.492 -10.824
H 28.618 4.138 -11.135
H 28.367 5.439 -12.327
H 29.357 5.717 -10.891
C 44.683 -1.356 -14.831
C 44.064 -1.882 -16.161
O 42.553 -2.057 -16.042
P 41.683 -2.792 -17.186
O 41.619 -2.036 -18.512
O 42.524 -4.259 -17.205
C 42.959 -4.862 -18.534
C 44.409 -4.984 -18.251
O 40.256 -3.087 -16.532
C 40.249 -3.772 -15.280
C 38.815 -3.595 -14.664
H 43.958 -0.585 -14.568
H 44.681 -2.266 -14.231
H 45.692 -0.944 -14.840
H 44.284 -1.199 -16.981
H 44.591 -2.818 -16.343
H 42.523 -5.860 -18.574
H 42.739 -4.179 -19.355
H 44.685 -5.566 -17.371
H 44.892 -5.530 -19.061
H 44.984 -4.060 -18.181
H 40.263 -4.857 -15.390
H 40.977 -3.376 -14.572
H 38.665 -4.271 -13.822
H 38.831 -2.595 -14.232
H 37.948 -3.598 -15.324
C 33.703 3.651 -21.987
C 32.296 3.352 -21.268
O 31.327 4.179 -21.947
P 29.820 3.790 -21.874
O 28.993 4.634 -22.780
O 29.750 2.151 -21.957
C 29.548 1.338 -23.138
C 28.917 0.046 -22.643
O 29.454 4.050 -20.335
C 28.172 3.736 -19.748
C 27.482 5.145 -19.667
H 34.407 2.856 -21.739
H 33.575 3.675 -23.069
H 34.032 4.631 -21.643
H 32.127 2.278 -21.349
H 32.361 3.664 -20.226
H 28.716 1.746 -23.712
H 30.438 1.149 -23.739
H 29.673 -0.340 -21.959
H 27.881 0.194 -22.339
H 28.941 -0.605 -23.517
H 27.546 2.994 -20.244
H 28.327 3.296 -18.763
H 27.440 5.511 -20.693
H 26.454 5.190 -19.309
H 28.042 5.803 -19.003
C 21.601 1.860 -12.649
C 21.314 0.598 -13.463
O 21.225 0.831 -14.917
P 22.657 0.778 -15.741
O 23.670 1.589 -15.045
O 23.100 -0.789 -15.693
C 24.314 -1.296 -16.208
C 25.142 -1.642 -14.902
O 22.292 1.028 -17.326
C 21.310 2.031 -17.601
C 21.406 2.193 -19.171
H 21.649 1.562 -11.602
H 22.529 2.370 -12.907
H 20.727 2.507 -12.715
H 22.087 -0.107 -13.157
H 20.389 0.167 -13.079
H 24.246 -2.112 -16.928
H 24.740 -0.486 -16.800
H 25.270 -0.778 -14.252
H 24.683 -2.313 -14.175
H 26.204 -1.776 -15.105
H 20.285 1.794 -17.316
H 21.457 2.997 -17.119
H 22.343 2.495 -19.640
H 21.218 1.234 -19.654
H 20.641 2.925 -19.428
C 32.551 9.889 -18.738
C 31.464 10.307 -19.725
O 32.000 11.297 -20.728
P 32.461 10.847 -22.251
O 31.371 10.052 -22.901
O 33.849 10.084 -22.020
C 34.923 10.790 -21.339
C 35.917 11.504 -22.352
O 32.798 12.209 -23.003
C 31.801 13.160 -23.189
C 32.536 14.510 -23.232
H 32.032 9.603 -17.824
H 33.108 8.961 -18.863
H 33.367 10.590 -18.559
H 31.150 9.370 -20.185
H 30.543 10.848 -19.512
H 34.532 11.518 -20.627
H 35.554 10.084 -20.798
H 36.930 11.648 -21.977
H 36.014 10.991 -23.309
H 35.559 12.485 -22.663
H 31.174 13.024 -24.070
H 31.215 13.132 -22.270
H 33.465 14.238 -22.729
H 32.549 14.867 -24.261
H 32.135 15.256 -22.546
C 27.028 -11.989 -17.313
C 27.705 -10.929 -18.156
O 27.611 -9.622 -17.672
P 27.967 -9.152 -16.120
O 26.735 -9.109 -15.290
O 29.141 -10.203 -15.609
C 29.497 -10.235 -14.230
C 28.785 -11.347 -13.326
O 28.682 -7.684 -16.403
C 29.821 -7.719 -17.068
C 30.628 -6.452 -16.856
H 25.960 -11.814 -17.192
H 27.173 -12.931 -17.842
H 27.444 -12.019 -16.306
H 28.771 -11.142 -18.237
H 27.361 -10.901 -19.191
H 30.580 -10.294 -14.127
H 29.184 -9.286 -13.796
H 27.709 -11.429 -13.474
H 29.297 -12.309 -13.343
H 28.838 -10.915 -12.326
H 30.426 -8.531 -16.664
H 29.590 -7.952 -18.108
H 31.607 -6.452 -17.334
H 30.116 -5.523 -17.109
H 30.988 -6.299 -15.839
C 33.172 1.100 -7.533
N 32.196 0.352 -8.354
O 30.963 0.667 -8.343
O 32.707 -0.502 -9.129
H 32.676 1.163 -6.564
H 33.172 2.040 -8.085
H 34.109 0.570 -7.360
C 39.939 3.846 -10.884
N 38.835 4.857 -10.927
O 37.722 4.310 -10.812
O 39.144 6.029 -11.140
H 39.957 3.234 -11.786
H 39.658 3.331 -9.965
H 40.905 4.333 -10.757
C 32.730 0.442 -15.281
N 33.797 1.483 -14.968
O 34.757 1.261 -14.302
O 33.692 2.544 -15.571
H 33.020 0.207 -16.305
H 31.662 0.622 -15.152
H 32.906 -0.382 -14.590
C 39.887 3.151 -16.707
N 41.216 3.814 -16.712
O 42.053 3.654 -15.776
O 41.487 4.395 -17.709
H 39.137 3.927 -16.861
H 39.719 2.702 -15.729
H 40.008 2.388 -17.477
*
```